Record 1
A cluster of 2 separate species, C3H10OS2 in total in a non-equilibrium geometry, computed with ωB97M-V/def2-TZVPD.

```
! RIJCOSX wB97M-V def2-TZVPD def2/J DEFGRID3
* xyz 0 1
C -1.63 -1.66 -1.97
C -0.34 -0.97 -1.85
C -0.54 0.23 -0.95
S 1.02 1.21 -0.88
S 1.02 2.05 1.18
H -1.57 -2.64 -2.46
H -1.77 -1.89 -0.89
H -2.41 -0.99 -2.33
H -0.04 -0.82 -2.93
H 0.45 -1.57 -1.35
H -0.79 -0.10 0.21
H -1.37 0.79 -1.29
H 0.56 3.09 0.52
O 2.26 0.68 4.89
H 2.01 1.51 5.44
H 3.13 1.07 4.66
*
```

Its SMILES is CCCSS.O.


Record 2
The ion C5H8NS with charge +1 in a non-equilibrium geometry, computed with ωB97M-V/def2-TZVPD.

```
! RIJCOSX wB97M-V def2-TZVPD def2/J DEFGRID3
* xyz 1 1
C 0.80 0.41 0.02
C 3.29 0.34 -0.02
C -0.10 -0.75 0.02
C -1.62 -0.19 0.34
C -1.49 1.23 -0.22
N 2.05 0.41 0.03
S 0.05 1.94 0.16
H 3.89 0.12 -0.91
H 3.87 0.48 0.91
H -0.22 -1.61 -0.74
H 0.24 -1.43 0.81
H -2.46 -0.73 -0.11
H -1.72 -0.15 1.51
H -1.55 1.40 -1.28
H -2.19 1.94 0.16
*
```


Number 1: LUMO energy 0.0317 eV, highest occupied orbital energy -8.982 eV, HOMO-LUMO gap 9.014 eV. Number 2: LUMO energy -4.6896 eV, highest occupied orbital energy -13.918 eV, HOMO-LUMO gap 9.229 eV.